Record 1
12
Properties=species:S:1:pos:R:3:forces:R:3 method="wB97M-V/def2-TZVPD" e_above_lowest_kj_mol=33.7 homo_energy_ev=-10.88 lumo_ev=-0.4 largest_force_ha_per_bohr=0.0805 smiles="[O-][N+]#CC(F)(F)F.O=S(=O)(F)F" charge=0 total_energy_ev=-34124.5559
O 0.362268 2.849134 0.041659 0.3 1.6 0.4
N 0.719122 1.737779 0.133364 -1.0 -1.7 -0.8
C 0.696316 0.564683 0.092173 2.4 0.7 0.0
C 1.532304 -0.654271 -0.005030 1.0 -0.7 0.3
F 2.658910 -0.494547 0.752884 -0.6 0.0 -0.9
F 1.019971 -1.842610 0.402971 0.1 1.3 -0.4
F 1.835264 -0.776405 -1.307354 0.4 -0.3 0.5
O -2.140834 1.178952 -0.233480 0.2 0.9 -0.1
S -1.716024 -0.144319 -0.179052 -1.7 -2.6 2.7
O -1.170268 -0.995921 -1.122429 1.1 -0.2 -2.3
F -0.836380 -0.430548 1.131158 -2.8 0.0 0.4
F -2.960650 -0.991923 0.293133 0.5 0.9 0.3

Record 2
91
Properties=species:S:1:pos:R:3:forces:R:3 method="wB97M-V/def2-TZVPD" e_above_lowest_kj_mol=44.4 homo_energy_ev=-9.99 lumo_ev=-0.1 largest_force_ha_per_bohr=0.1160 smiles="O=S1(=O)OCCO1.O=S1(=O)OCCO1.O=S1(=O)OCCO1.O=S1(=O)OCCO1.O=S1(=O)OCCO1.O=C1CCCO1.O=C1CCCO1.O=C1CCCO1" charge=0 total_energy_ev=-130831.2694
O 1.706302 -2.024698 8.771660 -0.9 -1.6 0.7
S 1.462702 -3.405528 8.420520 0.4 0.3 -1.1
O 1.969112 -3.718728 7.082190 -1.6 -0.7 2.8
O 2.001202 -4.437968 9.582050 -0.5 1.0 -0.3
C 0.951922 -4.801138 10.551020 -0.3 0.7 -0.7
C -0.318998 -4.069178 10.058370 0.2 0.5 0.3
O -0.152758 -3.875788 8.665420 1.7 0.1 -1.6
H 0.937502 -5.890548 10.518100 -0.4 0.1 -0.1
H 1.118182 -4.476628 11.578230 0.8 0.2 -0.2
H -0.466878 -3.044208 10.398450 0.6 -0.1 1.0
H -1.232228 -4.584618 10.355750 0.0 -0.4 -0.8
O -8.099938 -4.787708 -4.508090 2.1 -1.4 2.3
S -7.206548 -5.521738 -3.590420 -1.4 -0.7 0.1
O -7.273638 -6.972748 -3.513510 0.3 2.7 -0.3
O -5.686478 -4.989898 -3.766000 -1.8 -1.6 -0.9
C -5.421618 -3.987528 -2.841730 0.0 2.3 1.5
C -6.793438 -3.622728 -2.031810 1.9 -1.0 -1.0
O -7.284158 -4.966088 -2.008740 -1.4 -0.4 -1.8
H -4.717248 -4.387788 -2.112510 0.0 0.1 0.1
H -4.951018 -3.201668 -3.432530 -0.2 0.4 0.5
H -7.475218 -2.916578 -2.505760 0.1 -0.2 -0.3
H -6.649918 -3.313288 -0.996550 0.4 -0.2 -0.2
O 0.306852 6.143172 -8.820710 -0.7 -1.8 -0.4
S -0.630998 5.123202 -9.226980 -3.4 -0.2 -1.9
O -1.704618 5.476842 -10.219940 3.5 -1.2 3.2
O 0.028632 3.657692 -9.755260 -0.6 4.1 -2.4
C 0.271762 2.748732 -8.800720 -0.7 -1.4 2.5
C -0.494538 3.287212 -7.554110 0.7 0.2 1.8
O -1.324508 4.387652 -7.896930 0.5 1.0 -2.5
H -0.168878 1.799752 -9.106280 0.1 -0.1 -0.1
H 1.338622 2.617422 -8.620010 0.0 0.1 0.2
H 0.181072 3.728882 -6.821590 0.5 -0.5 0.1
H -1.132328 2.591452 -7.008910 0.1 -0.2 -0.4
O -1.572208 6.378082 0.554550 -1.8 4.1 0.8
S -2.095578 7.763392 0.796740 0.7 -1.1 1.6
O -1.562178 8.885382 0.038550 -1.5 -2.2 1.0
O -3.741778 7.792002 0.955790 0.1 -0.3 -1.8
C -4.166918 7.392262 2.266110 1.1 0.8 0.9
C -3.210688 8.250892 3.098110 0.0 -0.9 -0.6
O -1.990058 8.176372 2.409370 2.2 -0.6 -1.5
H -5.124078 7.791922 2.601100 -0.5 -0.4 -1.2
H -4.068238 6.313052 2.383010 0.0 0.1 0.1
H -3.021548 7.864902 4.099780 -0.3 0.4 0.0
H -3.569018 9.276432 3.008920 0.0 0.1 0.6
O 7.407412 -2.252318 -2.728240 0.8 3.7 -1.3
S 7.994642 -0.920578 -3.000060 3.4 -0.4 1.2
O 9.144372 -0.481538 -2.188400 -2.8 -1.2 -1.2
O 8.568102 -0.726778 -4.570290 -1.5 0.5 1.1
C 7.781262 0.291742 -5.299340 0.1 -2.2 -0.4
C 6.641212 0.644102 -4.374440 -1.8 1.1 -0.9
O 6.959552 0.339222 -3.048330 0.9 -1.4 0.7
H 8.367022 1.088152 -5.758380 0.4 0.1 0.9
H 7.396582 -0.287808 -6.138530 -0.2 0.2 -0.1
H 5.704582 0.145642 -4.624180 0.2 -0.6 -0.2
H 6.341432 1.689382 -4.449520 0.5 0.2 0.3
O 4.301652 -7.997488 -5.032450 1.5 -0.3 1.5
C 3.613312 -7.427548 -5.802020 1.0 1.2 0.8
C 3.581022 -5.933888 -6.190100 0.1 -0.2 1.7
C 2.860652 -6.037668 -7.445510 -0.9 0.6 -2.2
C 1.875482 -7.185488 -7.205210 1.1 -0.5 -1.0
O 2.761082 -8.119018 -6.513340 -2.6 0.0 -1.1
H 2.949242 -5.333638 -5.535390 0.2 -0.3 0.7
H 4.545472 -5.428518 -6.240490 0.1 -0.5 0.1
H 2.424132 -5.080158 -7.729620 -0.3 -0.2 -0.2
H 3.610152 -6.315518 -8.186570 -0.4 -0.2 -0.5
H 0.979362 -6.926568 -6.641270 0.2 0.0 0.4
H 1.565492 -7.726118 -8.099480 0.0 0.3 -0.1
O -0.567378 1.916022 11.729590 -1.2 3.5 -2.9
C -0.943738 2.783202 10.879320 1.5 -4.5 3.6
C -0.886628 4.249732 10.924170 0.0 0.4 0.0
C -1.966178 4.643592 9.926650 -0.2 0.0 -1.0
C -1.990668 3.431732 8.947160 0.6 0.2 0.0
O -1.499648 2.382282 9.758960 -0.5 -1.5 -0.6
H -0.991448 4.582672 11.956770 0.0 0.2 -0.3
H 0.078242 4.534432 10.504550 0.2 0.1 0.3
H -2.942868 4.723582 10.403920 0.1 0.3 -0.1
H -1.660738 5.546412 9.397780 -0.5 0.1 0.1
H -2.919918 3.093702 8.488550 -0.4 0.4 0.6
H -1.322588 3.467452 8.086640 0.4 0.7 0.1
O 0.511242 -0.339378 -2.426870 0.0 0.0 4.2
C 0.303552 -0.224898 -1.194860 0.0 1.5 -3.7
C 1.154342 0.297752 -0.042100 0.5 -1.3 -0.6
C 0.298862 -0.049268 1.173420 0.0 1.5 0.6
C -1.153028 -0.142238 0.645240 1.9 -0.1 0.7
O -0.964128 -0.245818 -0.758080 -1.7 -1.0 -0.4
H 2.133212 -0.181738 -0.044270 -0.1 -0.2 0.1
H 1.382932 1.347482 -0.226230 -0.5 0.1 0.1
H 0.706812 -0.903108 1.714390 -0.4 0.0 -0.1
H 0.224532 0.818412 1.828930 0.7 -0.3 0.5
H -1.658678 -0.974168 1.135460 -0.2 -0.2 -0.8
H -1.664918 0.774672 0.937360 -0.2 0.0 -0.6

Record 3
17
Properties=species:S:1:pos:R:3:forces:R:3 method="wB97M-V/def2-TZVPD" e_above_lowest_kj_mol=557.0 homo_energy_ev="-7.88 / -8.43" lumo_ev="-0.6 / 0.0" largest_force_ha_per_bohr=0.1073 charge=0 total_energy_ev=-33334.1365
C -0.047887 0.575985 -1.819483 -0.9 0.2 -0.4
C -1.201038 -1.084726 3.060298 0.9 0.0 0.4
C 0.635238 -0.244381 0.337419 0.1 1.7 -1.6
C -0.411668 -0.513773 -0.814462 0.9 4.9 2.3
C -1.765275 -0.074278 -0.372262 -0.1 -0.8 -0.1
N -0.334137 0.346229 -3.000739 -0.2 -1.5 -2.6
N -0.306338 -0.591598 3.715947 -0.9 -0.2 -1.1
Cl -2.885525 -1.603658 3.230762 0.3 0.4 0.2
Cl -3.122509 -0.936825 -0.964807 0.0 0.0 0.1
H 0.227037 1.620250 -1.584120 0.4 -0.6 1.1
H 1.667031 -0.203556 -0.056008 -0.4 0.4 -0.3
H 0.451882 0.742748 0.916190 0.0 -2.0 -0.8
H 0.675966 -1.129573 0.841331 -0.2 -1.9 2.6
H -0.591017 -1.453727 -1.193559 0.9 -2.2 -1.1
H -1.920996 0.966401 -0.360834 -0.5 1.2 0.5
H -0.137718 1.038399 -3.710965 0.0 0.6 0.3
H -0.207548 -0.045600 4.554159 -0.3 -0.1 0.4

Record 4
10
Properties=species:S:1:pos:R:3:forces:R:3 method="wB97M-V/def2-TZVPD" e_above_lowest_kj_mol=87.1 homo_energy_ev=-9.97 lumo_ev=1.1 largest_force_ha_per_bohr=0.0459 smiles=C#CCC charge=0 total_energy_ev=-4243.0579
C -1.669667 0.584192 -1.465843 -1.1 0.1 -1.3
C -0.981019 0.027712 -0.663122 0.0 0.3 0.2
C -0.155323 -0.501115 0.390633 0.0 -1.5 1.8
C 1.204775 0.138265 0.563142 1.0 0.8 0.0
H -2.359319 0.926963 -2.240750 0.8 -0.2 0.8
H 0.013843 -1.617319 0.307219 -0.3 1.1 -0.4
H -0.667340 -0.418849 1.359440 -0.3 0.0 -0.3
H 1.583300 0.153280 -0.477642 0.7 0.1 0.8
H 1.218976 1.218916 0.960061 -0.3 -1.7 -0.6
H 1.811774 -0.512045 1.266862 -0.4 0.9 -1.0

Record 5
27
Properties=species:S:1:pos:R:3:forces:R:3 method="wB97M-V/def2-TZVPD" e_above_lowest_kj_mol=175.4 homo_energy_ev=-16.53 lumo_ev=-8.2 largest_force_ha_per_bohr=0.0878 charge=+2 total_energy_ev=-16406.2602
C 2.419622 0.806035 0.299893 2.4 -0.2 -0.7
C 2.627219 -0.670012 0.018106 0.5 1.8 -0.2
C 1.105076 1.480731 0.454153 -0.8 -1.1 1.8
C 4.560577 0.567893 -0.278664 -0.1 -0.5 0.9
C 0.350775 -1.214473 0.286295 3.2 2.3 0.3
C -3.542524 0.002245 0.078162 -3.0 0.6 1.6
C -2.397189 0.691348 -0.571621 0.9 -1.6 -0.2
N 3.579495 1.416950 0.259731 -2.8 0.3 -0.4
N 1.669719 -1.595284 0.080905 -0.7 -1.9 0.3
N -0.044658 0.700427 -0.113563 0.2 -0.7 -0.3
N 3.877303 -0.732794 -0.306978 1.9 -1.2 -1.1
N -0.528910 -2.091106 0.201002 -4.1 -1.9 0.2
N -1.228754 1.111617 0.178687 0.7 0.8 1.4
H 1.077152 1.832746 1.518102 -0.7 -0.2 -0.7
H 1.058547 2.280984 -0.208561 0.4 2.0 -0.9
H 4.947660 0.909046 -1.249809 -0.8 -0.1 -0.3
H 5.508982 0.486588 0.257862 -0.3 0.0 0.7
H -3.396385 -1.037942 0.522597 -0.1 1.4 -0.6
H -4.061767 0.697673 0.888375 1.0 -1.6 -1.5
H -4.301700 -0.043106 -0.793453 1.0 -0.4 1.6
H -2.827909 1.452770 -1.156949 0.1 1.4 -0.7
H -1.962062 -0.046627 -1.199830 0.3 -0.3 -1.4
H 1.820760 -2.632600 0.044676 0.6 1.3 -0.3
H 4.501784 -1.472705 -0.642406 -1.1 -0.5 0.3
H -0.606235 -3.129610 0.113558 1.0 0.9 -0.1
H -1.472813 -1.702641 0.301765 0.1 -0.3 0.1
H -1.354028 1.727562 0.982417 0.0 -0.2 0.2

Record 6
24
Properties=species:S:1:pos:R:3:forces:R:3 method="wB97M-V/def2-TZVPD" e_above_lowest_kj_mol=437.2 homo_energy_ev=-11.41 lumo_ev=-3.3 largest_force_ha_per_bohr=0.1026 charge=+1 total_energy_ev=-15904.4708
C 1.259418 1.658217 0.531075 1.8 2.2 0.2
C -0.862879 1.481605 -0.336277 -1.4 1.1 -1.9
C 1.294951 -0.963889 -1.085160 1.0 0.9 0.0
C -0.271445 -2.252881 -0.771352 4.9 -0.1 -0.5
C 0.816619 -1.730926 0.147268 -1.5 4.9 0.0
C 0.049030 -0.080122 1.256564 0.0 -4.7 -2.4
N 1.120926 0.722052 1.357170 1.0 1.2 -0.2
N 0.352605 2.128782 -0.425487 -2.3 -2.8 1.3
N -1.016792 0.394564 0.368424 0.1 0.5 1.9
N -1.938356 1.961368 -0.990498 0.1 0.4 -0.2
N -0.381104 -0.576799 2.468782 -0.8 0.6 0.1
O -0.044485 -1.059809 -1.571043 -0.7 -1.1 -2.0
H 2.079113 2.378028 0.624061 0.2 -0.6 0.0
H 1.681902 0.166838 -1.079474 -0.7 -2.5 0.3
H 2.059857 -1.545762 -1.690273 -0.9 0.5 0.4
H 0.262024 -3.215561 -1.133221 -1.1 1.3 -0.5
H -1.227087 -2.506019 -0.532419 -2.9 -0.2 0.8
H 1.516658 -2.276161 0.658267 1.3 -1.5 1.8
H 0.596809 2.753823 -1.153481 0.1 0.6 -0.5
H -1.970518 0.143970 0.618378 0.3 -0.1 -0.2
H -1.877399 2.601518 -1.740381 1.0 1.0 -0.5
H -2.912851 1.701898 -0.982980 0.3 -1.1 0.9
H -1.035285 -1.372858 2.394465 1.3 0.4 0.7
H 0.448287 -0.511877 3.067589 -1.0 -1.0 0.3